{
  "formula": "C24H24Br3N2O2P2Sn",
  "method": "ωB97M-V with the def2-TZVPD basis set",
  "e_tot_ha": -9807.812093,
  "largest_force_ev_per_a": 2.21,
  "orbital_gap_ev": 6.9,
  "multiplicity": 1,
  "lumo_ev": -3.5,
  "relative_energy_kcal_mol": 0.00,
  "charge": 1,
  "species": ["Sn", "C", "P", "C", "C", "C", "C", "C", "C", "C", "P", "C", "C", "H", "H", "H", "H", "H", "H", "H", "H", "H", "H", "H", "H", "H", "H", "H", "H", "O", "C", "C", "C", "N", "C", "Br", "C", "H", "H", "H", "H", "Br", "C", "C", "C", "Br", "C", "C", "C", "C", "N", "C", "C", "O", "H", "H", "H", "H"],
  "positions_angstrom": [[10.43, 9.49, 9.47], [11.78, 7.32, 5.71], [11.87, 7.41, 7.53], [11.48, 5.71, 8.14], [13.64, 7.53, 7.77], [14.60, 7.33, 6.76], [15.96, 7.30, 7.11], [16.38, 7.50, 8.42], [15.42, 7.76, 9.42], [14.05, 7.85, 9.10], [12.86, 8.47, 10.25], [12.44, 7.12, 11.45], [13.74, 9.75, 11.25], [12.17, 8.28, 5.34], [10.74, 7.29, 5.39], [12.29, 6.43, 5.28], [12.41, 5.19, 8.41], [11.05, 5.16, 7.31], [10.74, 5.80, 8.94], [14.35, 7.22, 5.70], [16.70, 7.12, 6.33], [17.42, 7.49, 8.69], [15.70, 7.83, 10.46], [13.38, 6.69, 11.80], [11.80, 6.40, 10.92], [11.85, 7.54, 12.26], [14.50, 9.32, 11.93], [13.04, 10.31, 11.87], [14.26, 10.47, 10.61], [6.69, 14.29, 6.93], [6.90, 12.97, 7.23], [6.20, 12.24, 8.24], [6.66, 11.01, 8.64], [7.71, 10.41, 8.02], [8.28, 11.01, 6.99], [9.60, 10.08, 5.96], [7.92, 12.31, 6.57], [6.27, 14.75, 7.68], [5.35, 12.72, 8.79], [6.18, 10.43, 9.45], [8.39, 12.74, 5.70], [10.44, 8.49, 14.69], [10.11, 10.09, 13.81], [9.86, 11.24, 14.55], [9.74, 12.49, 13.95], [9.52, 13.97, 15.06], [9.90, 12.63, 12.54], [9.93, 13.85, 11.88], [10.23, 13.86, 10.52], [10.59, 12.71, 9.85], [10.64, 11.52, 10.49], [10.15, 11.42, 11.80], [10.09, 10.14, 12.40], [10.01, 9.07, 11.58], [9.83, 11.16, 15.64], [9.53, 14.71, 12.39], [10.22, 14.79, 9.99], [10.86, 12.74, 8.81]]
}